Record 1
Formula: C5H13N2O
Source: the OMol25 dataset
Level of theory: ωB97M-V with the def2-TZVPD basis set

CARTESIAN COORDINATES (ANGSTROEM)
C -2.119 0.125 2.062
C 0.061 1.338 -0.176
C -0.393 -0.611 -1.707
C 1.883 0.069 -1.092
C 0.529 -0.939 0.574
N -1.339 -0.912 2.078
N 0.461 -0.042 -0.589
O -2.482 0.914 1.177
H -2.629 0.201 3.100
H -0.969 1.558 -0.030
H 0.514 1.389 0.772
H 0.333 2.037 -0.921
H -1.384 -0.416 -1.556
H -0.200 -0.043 -2.620
H -0.213 -1.668 -2.045
H 2.452 0.508 -0.299
H 2.308 -0.835 -1.442
H 1.991 0.896 -1.859
H 0.674 -1.957 0.297
H 1.174 -0.560 1.362
H -0.653 -1.050 2.913

Forces on the atoms, in the same order (eV/Å):
-2.957 3.542 0.058
-0.285 -0.345 -0.263
2.093 -0.368 -1.783
0.135 2.529 -0.555
-1.248 0.786 1.093
5.041 -2.353 -0.045
-0.371 -1.072 -1.219
0.874 -1.805 1.401
0.497 -0.099 -0.908
-1.081 -1.052 0.098
0.847 1.125 1.010
1.124 0.640 -0.561
-2.639 0.092 1.175
0.483 0.274 0.206
0.148 0.874 1.221
0.490 -0.245 0.779
0.048 -1.023 -0.223
-0.727 -1.280 0.424
-0.304 -0.682 -0.037
-0.146 0.040 -0.177
-2.023 0.421 -1.693

Values from the calculation:
F_max: 5.6 eV/A
Kohn-Sham gap (alpha / beta): 8.6 / 8.2 eV
total charge: +1
HOMO energy (alpha / beta): -13.74 / -13.70 eV

=====

Record 2
Formula: C5H13N2O
Source: the OMol25 dataset
Level of theory: ωB97M-V with the def2-TZVPD basis set

CARTESIAN COORDINATES (ANGSTROEM)
C 1.622 2.137 -0.377
C 0.536 1.339 0.325
N -0.089 0.362 -0.603
C -0.668 0.823 -1.897
C -0.573 -0.796 -0.174
O -1.065 -1.659 -0.904
C -0.607 -1.168 1.329
N -0.479 -2.653 1.327
H 2.359 1.432 -0.751
H 1.237 2.627 -1.265
H 2.027 2.866 0.315
H -0.235 1.972 0.747
H 1.045 0.728 1.064
H -0.396 1.852 -2.081
H -1.734 0.650 -1.854
H -0.219 0.238 -2.699
H -1.624 -0.942 1.626
H 0.174 -0.756 1.957
H 0.492 -2.993 1.307
H -0.918 -2.978 0.444
H -0.885 -3.080 2.166

Forces on the atoms, in the same order (eV/Å):
-0.538 -0.429 -0.307
0.215 -0.556 -0.818
-0.610 0.704 0.209
0.998 -0.654 0.177
0.254 -0.663 -0.170
-0.094 0.168 0.077
0.630 -0.189 -0.845
0.380 -0.731 0.710
0.439 0.104 0.217
-0.032 0.415 0.108
0.279 0.053 -0.093
-0.077 0.176 0.319
-0.191 0.317 0.404
-0.244 0.200 0.211
-0.219 0.177 -0.247
-0.237 -0.065 -0.035
0.011 0.219 0.508
-0.331 0.134 0.143
-0.142 0.402 -0.106
-0.284 0.158 -0.100
-0.207 0.058 -0.361

Values from the calculation:
F_max: 1.2 eV/A
Kohn-Sham gap: 10.1 eV
structure (SMILES): CCN(C)C(=O)C[NH3+]
total charge: +1
HOMO energy: -13.60 eV

=====

Record 3
Formula: C5H13N2O
Source: the OMol25 dataset
Level of theory: ωB97M-V with the def2-TZVPD basis set

CARTESIAN COORDINATES (ANGSTROEM)
C 2.850 -1.372 -1.740
N -1.400 1.546 1.224
C -2.112 1.305 0.018
C -0.821 1.401 -0.637
O -0.143 0.357 -1.061
C 2.477 -0.060 -1.922
N -0.633 -1.004 2.382
C -0.166 -1.874 1.335
H 2.338 -2.040 -1.067
H 3.660 -1.870 -2.287
H -1.338 2.636 1.602
H -2.447 0.311 0.044
H -2.988 1.972 -0.402
H -0.372 2.327 -1.083
H 1.648 0.397 -1.387
H 2.671 0.475 -2.857
H -0.857 -0.040 2.026
H -0.082 -0.990 3.210
H 0.619 -1.336 0.636
H -1.066 -2.070 0.742
H 0.226 -2.824 1.749

Forces on the atoms, in the same order (eV/Å):
-0.285 2.169 -0.640
-0.699 2.902 0.856
-3.344 1.750 1.799
6.588 -2.708 -5.051
-4.239 3.436 2.628
0.062 -2.531 -0.775
0.405 1.575 -1.709
0.323 0.323 -0.118
-0.084 0.139 0.573
-0.342 0.495 -0.052
-0.133 -3.089 -1.777
-0.321 -1.532 -0.278
2.119 -0.660 0.850
-1.018 -0.147 1.092
0.591 -0.200 0.381
0.776 -0.074 0.479
0.310 -1.354 0.795
0.246 -0.034 0.861
-1.172 -0.893 1.033
0.357 -0.246 -0.575
-0.140 0.678 -0.373

Values from the calculation:
F_max: 8.7 eV/A
Kohn-Sham gap: 3.6 eV
total charge: +1
HOMO energy: -12.68 eV

=====

Record 4
Formula: C5H13N2O
Source: the OMol25 dataset
Level of theory: ωB97M-V with the def2-TZVPD basis set

CARTESIAN COORDINATES (ANGSTROEM)
C -0.826 -3.718 1.184
C -1.874 -2.673 1.228
C 1.617 3.190 -1.457
C 0.453 2.683 -0.616
C 0.330 0.449 0.094
N 0.781 1.664 0.398
N -0.730 -2.559 0.324
O 0.483 -0.518 0.854
H -0.179 -3.876 2.101
H -0.862 -4.645 0.612
H -2.814 -2.951 0.843
H -2.059 -2.087 2.013
H 1.396 4.085 -2.080
H 2.446 3.644 -0.780
H 1.933 2.435 -2.274
H 0.076 3.412 0.103
H -0.200 2.339 -1.342
H -0.090 0.245 -0.833
H 1.087 1.992 1.288
H -0.783 -2.742 -0.669
H -0.022 -1.893 0.753

Forces on the atoms, in the same order (eV/Å):
0.532 -1.907 1.754
-0.346 -3.884 -2.858
1.950 1.013 -0.244
2.107 1.780 1.866
2.299 -0.558 3.651
-1.207 -0.873 -3.380
0.719 0.015 1.601
0.375 0.489 0.854
-0.317 0.905 -1.491
-0.855 0.163 0.313
-0.771 -0.235 -1.206
0.596 2.737 2.946
-0.657 -0.542 0.537
-0.878 -1.457 -1.261
0.017 0.899 1.824
-0.596 0.924 -1.224
-2.104 -0.843 -0.611
-0.894 0.461 -2.092
0.283 -0.490 0.630
-0.133 0.328 0.029
-0.120 1.074 -1.637

Values from the calculation:
F_max: 4.8 eV/A
Kohn-Sham gap: 10.9 eV
total charge: +1
HOMO energy: -13.68 eV

=====

Record 5
Formula: C5H13N2O
Source: the OMol25 dataset
Level of theory: ωB97M-V with the def2-TZVPD basis set

CARTESIAN COORDINATES (ANGSTROEM)
C -1.077 1.359 -1.063
C -0.073 0.318 -1.690
C 1.035 -0.208 -0.797
C 2.349 0.166 -0.959
C 1.210 -2.036 0.842
N 0.693 -1.050 0.194
N -1.308 0.973 0.470
H -0.648 2.378 -1.173
H -2.079 1.276 -1.546
H 0.416 0.931 -2.572
H -0.689 -0.508 -2.209
H 2.677 0.898 -1.687
H 2.976 -0.210 -0.213
H 1.940 -2.621 0.205
H 0.836 -2.498 1.723
H -1.949 1.682 0.874
H -1.489 -0.066 0.439
H -0.362 0.963 1.054
H -1.330 -0.904 1.965
H -1.800 -0.579 3.425
O -1.326 -0.265 2.718

Forces on the atoms, in the same order (eV/Å):
0.602 -1.060 0.720
-0.616 0.772 -2.381
2.753 0.674 -2.342
-2.912 0.103 -0.321
0.951 0.316 -4.944
-2.165 -0.857 4.328
2.926 0.578 -1.256
-0.550 -0.624 0.619
0.820 0.247 0.457
-0.837 -1.450 1.675
1.083 1.016 1.007
-0.045 -0.124 0.157
1.405 -0.369 0.702
-0.001 0.410 1.302
-0.527 0.201 0.765
0.028 -1.397 0.145
-0.685 1.745 0.275
-2.319 0.331 -1.527
-0.070 0.148 1.737
-1.843 -1.546 2.554
2.000 0.886 -3.672

Values from the calculation:
F_max: 5.0 eV/A
Kohn-Sham gap: 8.9 eV
total charge: +1
HOMO energy: -12.36 eV

=====

Record 6
Formula: C5H13N2O
Source: the OMol25 dataset
Level of theory: ωB97M-V with the def2-TZVPD basis set

CARTESIAN COORDINATES (ANGSTROEM)
C -1.363 0.223 0.299
C 1.394 -0.185 -0.170
C -1.248 -1.326 0.465
C -2.558 0.628 -0.439
C 2.334 0.878 -0.796
N -0.556 1.066 0.771
N 1.966 -1.254 0.246
O 0.574 0.754 1.251
H 0.432 -0.266 -0.474
H -2.309 -1.569 0.634
H -0.717 -1.687 1.375
H -2.633 1.680 -0.726
H -3.433 0.376 0.225
H -2.649 0.005 -1.255
H 1.922 1.856 -1.026
H 2.840 0.408 -1.720
H 3.138 1.114 -0.060
H -0.827 2.094 0.644
H 2.970 -1.216 0.244
H 1.539 -1.789 0.983
H -0.816 -1.791 -0.475

Forces on the atoms, in the same order (eV/Å):
-1.108 -2.774 -0.390
2.209 3.904 -0.658
-0.134 0.892 0.139
-1.472 1.359 2.397
0.996 -1.373 -0.176
-1.374 2.843 -0.542
1.566 -1.430 1.085
2.476 -0.354 1.086
-2.245 -0.159 -1.409
0.466 -0.595 -0.443
-0.080 0.619 -0.727
0.191 -0.171 0.062
0.583 0.353 -0.668
-0.284 -1.210 -2.050
-0.567 -0.320 -0.252
-0.857 0.844 1.289
-0.484 -0.458 -0.419
0.827 -1.448 0.317
0.286 -0.303 0.448
-0.149 -0.544 -0.252
-0.846 0.327 1.162

Values from the calculation:
F_max: 4.5 eV/A
Kohn-Sham gap: 10.6 eV
total charge: +1
HOMO energy: -14.03 eV